A single CHN3O5S molecule. Source: the OMol25 dataset; level of theory: ωB97M-V with the def2-TZVPD basis set.

* largest force on an atom: 6.0 eV/Å
* relative energy (zero: lowest compared OMol25 entry of this formula, charge and spin): 14.5 kcal per mole
* lowest unoccupied orbital energy: -1.95 eV
* SMILES string: N#CN(O)S(=O)(=O)[N+](=O)[O-]
* DFT total energy: -977.09001 a.u.
* HOMO energy: -11.5 eV

Each atom is followed by the atoms it is bonded to, with distances in Å.
Cartesian coordinates (Å):
1 S -0.50470 0.53602 0.69608  O3 1.434, O5 1.439, N7 1.723, N8 1.919
2 O -0.92698 -0.11459 -1.78603  N8 1.147
3 O -1.50760 -0.08688 1.50968  S1 1.434
4 O -1.78194 1.75675 -1.24742  N8 1.178
5 O 0.12134 1.76635 1.10219  S1 1.439
6 O 1.99820 0.26454 -0.09034  N7 1.698, H11 0.975
7 N 0.72157 -0.66381 0.53614  S1 1.723, O6 1.698, C10 1.286
8 N -1.16197 0.76697 -1.09154  S1 1.919, O2 1.147, O4 1.178
9 N 0.25171 -2.85442 -0.40632  C10 1.153
10 C 0.50918 -1.78779 -0.05256  N7 1.286, N9 1.153
11 H 2.28120 0.41686 0.83012  O6 0.975